No. 1
DFT (ωB97M-V/def2-TZVPD) results for a gas-phase ion, C7H12N3S (charge +1) at a distorted geometry.

## Properties
- frontier orbital gap (eV) = 7.7
- total charge = +1
- E_LUMO (eV) = -4.42
- total energy (eV) = -22750.4049
- SMILES = CN(C=S)/C=C\N=C=[N+](C)C
- multiplicity = 1

The geometry in XYZ format:
```
23
C7H12N3S ωB97M-V/def2-TZVPD
H 2.06993 0.76584 2.09392
N 2.24394 0.45368 0.01703
C 2.60139 1.17236 1.23519
H 2.34243 2.22683 1.12110
H 2.84249 1.98602 -1.25783
C 1.41542 -0.50332 0.03338
C -3.63841 -0.39593 -0.47834
H 3.67476 1.08807 1.40559
H -2.44749 -2.44520 0.07972
H -0.29171 -3.17260 0.38841
H -0.62167 0.62246 0.65253
H -3.90434 0.62081 -0.75372
H -4.29362 -0.72354 0.33036
C -1.70754 -1.65332 0.10283
N 0.72931 -1.44696 0.22741
N -2.24946 -0.41947 -0.04981
H -3.77471 -1.04719 -1.33904
C -1.62088 0.75424 0.25427
C 2.90822 0.89757 -1.19661
H 3.96114 0.61055 -1.17104
C -0.43215 -2.11071 0.24588
S -2.24554 2.25824 0.13470
H 2.43847 0.46158 -2.07592
```


No. 2
DFT (ωB97M-V/def2-TZVPD) results for 2 unconnected molecules or ions with the total composition C7H12N3S at a distorted geometry.

## Properties
- frontier orbital gap (eV) = 9.9
- total charge = +1
- E_LUMO (eV) = -2.31
- total energy (eV) = -22750.8456
- multiplicity = 1

The geometry in XYZ format:
```
23
C7H12N3S ωB97M-V/def2-TZVPD
H 0.66238 0.80734 0.31331
H -3.09651 -0.02617 -2.17049
H 2.11731 2.66438 0.94989
H -1.88745 0.31311 -4.13722
H 3.36413 2.22273 3.31059
C 0.39936 -1.26120 2.31407
N 1.11007 -0.01880 2.27468
C -0.25383 0.18563 -1.33943
S -1.23505 -1.15894 -1.01068
C 1.14215 0.81708 1.30289
N 1.97326 1.83129 1.59001
H -0.63491 -0.96070 -3.85678
N -0.42597 0.51658 -2.57606
H 2.00055 -0.08740 4.14267
C -2.34049 -0.84982 -2.52701
H -0.41609 -1.32612 1.62716
C -1.35997 -0.28688 -3.43863
H 1.10169 -1.94563 2.10949
H -2.81765 -1.73337 -2.91080
H 0.03048 -1.52781 3.33176
C 2.01055 0.40847 3.23365
H 0.18330 1.05594 -3.10412
C 2.46867 1.65995 2.89093
```


No. 3
DFT (ωB97M-V/def2-TZVPD) results for a molecular structure, C7H12N3Sn at a distorted geometry.

## Properties
- frontier orbital gap (alpha / beta) (eV) = 4.6 / 3.3
- total charge = -1
- E_LUMO (alpha / beta) (eV) = 3.25 / 3.22
- total energy (eV) = -17751.0446
- multiplicity = 1

The geometry in XYZ format:
```
23
C7H12N3Sn ωB97M-V/def2-TZVPD
C 0.92223 0.76649 3.72113
H -0.89868 -1.07038 -0.04736
H -1.92851 1.62504 1.30678
H -2.35177 1.65418 3.74695
N -0.77866 -1.86466 1.59734
H 1.63978 -0.51485 -0.31044
N 2.78845 0.06748 5.42786
H 0.37232 1.22543 -3.04223
H -1.55643 -1.47261 2.12488
H -0.47613 2.45215 -2.00752
N 0.13213 1.22182 1.50732
C 0.37183 1.74094 -2.06189
H 2.12588 0.67250 1.90948
C 1.15634 0.91319 2.35649
H 1.35404 2.18047 -1.80968
H 0.12897 -1.82399 2.06393
C -1.10071 1.48311 2.00886
H -0.99558 -2.77112 1.19747
C -1.35725 1.42475 3.37561
H -0.49092 0.99937 5.32749
C 1.96983 0.35625 4.63970
Sn 0.09377 0.25381 -0.53390
C -0.34254 1.05242 4.24604
```


No. 4
DFT (ωB97M-V/def2-TZVPD) results for 2 unconnected molecules or ions with the total composition C7H12N5 at a distorted geometry.

## Properties
- frontier orbital gap (alpha / beta) (eV) = 6.5 / 6.5
- total charge = +1
- E_LUMO (alpha / beta) (eV) = -5.84 / -5.85
- total energy (eV) = -14891.5067
- multiplicity = 1

The geometry in XYZ format:
```
24
C7H12N5 ωB97M-V/def2-TZVPD
H 2.22753 3.80223 0.69709
H -0.82258 1.33337 1.48512
H -1.48913 -0.02126 2.29384
C 1.88581 -0.99905 -1.00550
N -2.12504 0.31188 0.37513
H -2.55073 1.34481 2.10923
C 0.73297 -1.65169 -0.63426
H 2.80254 2.14126 1.41932
C 0.79851 -3.13598 -0.29056
H 1.25393 -3.73193 -1.09647
H -4.61473 1.07926 -1.36099
N -0.30151 -0.95499 -0.14601
C 1.83140 0.38961 -1.03020
N -3.28267 0.83797 -0.00711
H -0.17786 -3.54431 -0.07459
H 1.39859 -3.38505 0.62041
H 3.69989 2.82529 -0.14802
C -1.37231 -0.43666 -0.45409
C 2.82350 2.79673 0.57365
N -3.62638 0.69058 -1.20109
H 2.70547 -1.58447 -1.44550
H -1.87072 -0.47192 -1.37068
C -1.73680 0.79329 1.66020
N 1.81029 1.57102 -0.96894
```


No. 5
DFT (ωB97M-V/def2-TZVPD) results for a gas-phase ion, C7H12N5O (charge +1) at a distorted geometry.

## Properties
- frontier orbital gap (alpha / beta) (eV) = 7.7 / 5.9
- total charge = +1
- E_LUMO (alpha / beta) (eV) = -4.23 / -5.63
- total energy (eV) = -16939.7745
- multiplicity = 1

The geometry in XYZ format:
```
25
C7H12N5O ωB97M-V/def2-TZVPD
C -2.17132 1.13869 0.74743
C 1.94824 1.08264 0.07172
H 5.57793 -0.05621 0.00968
C 3.60260 -0.19086 0.22084
C -0.17448 2.16077 -0.15706
H -2.26538 1.88767 1.42824
H -2.86377 1.40975 -0.01656
H -0.95598 2.87612 -0.45488
N 1.48179 -0.19099 0.50171
H -0.67771 -3.15757 -0.02764
H -1.93162 -2.73770 -1.15705
N 2.54438 -0.96730 0.50709
C 1.14922 2.18577 -0.28535
H -2.41404 -2.76772 0.59231
N 4.83726 -0.67214 -0.00773
H 0.04509 0.69797 1.04061
C -0.64704 -0.29552 -0.44666
H -2.59849 0.29552 1.26085
O -1.23100 -1.29636 0.22509
H -0.79619 -0.40600 -1.56740
C -1.55550 -2.56052 -0.12310
H 5.09300 -1.62723 0.30672
N 3.25138 1.10664 -0.06717
H 1.69132 3.09023 -0.68973
N -0.76190 0.87820 0.31432
```


No. 6
DFT (ωB97M-V/def2-TZVPD) results for a gas-phase ion, C7H12N5O (charge +1) at a distorted geometry.

## Properties
- frontier orbital gap (alpha / beta) (eV) = 6.6 / 6.3
- total charge = +1
- E_LUMO (alpha / beta) (eV) = -2.70 / -6.58
- total energy (eV) = -16939.9799
- multiplicity = 3

The geometry in XYZ format:
```
25
C7H12N5O ωB97M-V/def2-TZVPD
N -1.33495 0.62153 -0.60854
H 0.86510 -0.43123 1.63679
H 0.51185 2.62320 0.25595
N -0.01452 -0.46800 1.13241
N 0.21779 1.84417 0.85004
C -2.10567 -1.34974 0.50896
C -2.32332 -0.22210 -0.32146
H 1.24445 0.56004 -1.96116
H 3.58791 1.15235 -1.09664
C -0.95763 -1.40842 1.20249
C 1.45535 0.28360 -0.96574
H -1.55230 1.37575 -1.15299
N -3.46006 -0.06742 -0.97823
C 2.63463 -1.41120 -0.07621
H 2.58573 1.61970 0.47464
H -0.50836 2.24805 1.37084
H -0.85394 -2.18673 1.93802
H -3.43174 0.74244 -1.63161
N 3.34964 -0.44145 0.25814
C -0.00647 0.61568 0.18652
H 2.91232 -2.41213 0.36326
C 2.72253 0.76466 -0.29135
H -4.12337 -0.89096 -0.79800
H -2.99739 -2.07523 0.59803
O 1.58242 -1.08655 -0.89415
```


Question: Which value of multiplicity does entry 4 give?
Answer: 1


Question: Among the records above, which one has the highest total energy?
Answer: C7H12N5


Question: Number 4 is which compound?
Answer: C7H12N5


Question: Which of these has the lowest total charge?
Answer: C7H12N3Sn